Record 1
DFT (ωB97M-V/def2-TZVPD) results for a single C5H6INO2 molecule.

Each line ends with the Löwdin charge.
Geometry (Å):
C: -0.061 -1.258 -0.193  -0.140
C: -0.758 0.130 -0.253  -0.694
I: -2.933 -0.024 0.133  0.854
C: -0.107 1.047 1.011  -0.084
C: 0.256 2.303 0.366  -0.448
O: 0.690 3.366 0.743  0.105
N: -0.057 2.188 -1.014  0.180
C: -0.495 0.989 -1.511  -0.507
O: -0.843 0.714 -2.644  0.074
H: 1.095 -1.093 -0.202  0.113
H: -0.348 -2.059 -1.054  0.138
H: -0.242 -1.601 0.784  0.032
H: 0.806 0.585 1.467  0.141
H: -0.910 1.086 1.735  0.071
H: 0.101 3.016 -1.557  0.164

Energy relative to the best compared isomer or geometry (same formula, charge and spin): 0.00 kJ/mol
SMILES: C[C@@]1(I)CC(=O)NC1=O
LUMO level: -0.35 eV
Spin multiplicity: 1

---

Record 2
DFT (ωB97M-V/def2-TZVPD) results for C44H44AsBrN5O3RbS as an isolated structure.

Each line ends with the Löwdin charge.
Geometry (Å):
Rb: 1.127 -0.536 0.821  0.506
C: 1.103 -3.811 2.750  -0.035
C: 1.796 -3.802 1.412  -0.389
N: 1.189 -4.005 0.295  0.019
O: -0.205 -4.253 0.393  -0.093
C: 3.225 -3.636 1.364  -0.376
C: 3.962 -3.850 0.061  -0.058
N: 3.830 -3.354 2.481  -0.152
O: 5.100 -3.246 2.562  -0.261
H: 0.102 -3.390 2.664  0.043
H: 1.691 -3.263 3.481  0.058
H: 1.004 -4.847 3.081  0.084
H: -0.479 -4.304 -0.533  0.041
H: 3.459 -4.609 -0.535  0.052
H: 4.976 -4.171 0.301  0.050
H: 4.018 -2.929 -0.525  0.069
S: 2.620 0.423 -2.694  0.460
C: 1.878 -0.457 -3.958  -0.797
C: 2.544 -0.649 -5.179  -0.158
C: 1.925 -1.286 -6.232  -0.132
C: 0.611 -1.720 -6.114  -0.127
C: -0.059 -1.531 -4.915  -0.148
C: 0.563 -0.953 -3.823  -0.427
As: -0.346 -0.712 -2.093  1.276
C: -1.408 -2.360 -2.135  -0.377
C: -2.569 -2.450 -1.370  -0.129
C: -3.338 -3.599 -1.369  -0.081
C: -2.952 -4.697 -2.122  -0.111
C: -1.753 -4.656 -2.815  -0.107
C: -0.982 -3.506 -2.803  -0.136
C: -1.616 0.521 -2.926  -0.354
C: -2.993 0.361 -3.010  -0.086
C: -3.784 1.315 -3.630  -0.106
C: -3.212 2.452 -4.173  -0.127
C: -1.837 2.622 -4.103  -0.104
C: -1.053 1.665 -3.493  -0.122
H: 3.556 -0.275 -5.274  0.079
H: 2.464 -1.434 -7.162  0.085
H: 0.115 -2.200 -6.948  0.080
H: -1.094 -1.852 -4.828  0.101
H: -2.851 -1.613 -0.742  0.076
H: -4.240 -3.644 -0.773  0.101
H: -3.572 -5.585 -2.157  0.089
H: -1.416 -5.525 -3.367  0.096
H: -0.034 -3.495 -3.329  0.105
H: -3.462 -0.521 -2.593  0.085
H: -4.857 1.170 -3.689  0.092
H: -3.833 3.198 -4.656  0.086
H: -1.382 3.508 -4.529  0.096
H: 0.023 1.795 -3.438  0.091
Br: -1.964 -0.942 8.119  0.685
C: -0.886 -0.203 6.726  -0.673
C: -0.896 -0.781 5.464  -0.096
C: -0.110 -0.243 4.476  0.017
C: 0.714 0.883 4.705  -0.268
C: 0.683 1.446 6.006  -0.020
C: -0.106 0.909 6.997  -0.150
N: 1.498 1.282 3.680  0.121
C: 2.211 2.377 3.680  -0.072
C: 3.159 2.643 2.659  -0.263
C: 4.055 3.733 2.784  -0.030
C: 4.996 3.948 1.810  -0.078
C: 5.024 3.093 0.707  -0.038
C: 4.110 2.047 0.660  -0.139
N: 3.209 1.818 1.587  0.104
H: -1.523 -1.635 5.252  0.107
H: -0.128 -0.667 3.481  0.066
H: 1.304 2.300 6.243  0.095
H: -0.118 1.346 7.988  0.092
H: 2.136 3.143 4.467  0.118
H: 4.011 4.357 3.668  0.103
H: 5.711 4.760 1.894  0.102
H: 5.740 3.229 -0.085  0.103
H: 4.102 1.367 -0.183  0.094
C: -0.306 5.556 -0.973  -0.070
N: -0.822 4.209 -0.938  -0.150
C: -2.256 4.058 -0.845  -0.047
C: -0.031 3.104 -0.805  -0.498
C: 1.451 3.310 -0.894  -0.003
O: -0.526 2.006 -0.628  -0.029
H: -1.141 6.252 -1.039  0.080
H: 0.335 5.708 -1.845  0.081
H: 0.270 5.786 -0.072  0.089
H: -2.748 4.677 -1.599  0.083
H: -2.618 4.335 0.152  0.093
H: -2.491 3.012 -1.031  0.078
H: 1.737 4.171 -1.487  0.071
H: 1.882 2.405 -1.325  -0.011
H: 1.850 3.420 0.111  0.074
C: -4.635 -0.726 2.506  -0.161
C: -4.127 0.329 1.770  -0.146
C: -2.838 0.268 1.257  -0.196
C: -2.026 -0.844 1.456  -0.212
C: -2.557 -1.890 2.205  -0.208
C: -3.842 -1.837 2.728  -0.151
H: -5.644 -0.685 2.902  0.074
H: -4.740 1.208 1.599  0.074
H: -2.461 1.109 0.686  0.046
H: -1.970 -2.787 2.375  0.056
H: -4.228 -2.667 3.309  0.077

Energy relative to the best compared isomer or geometry (same formula, charge and spin): 246.54 kJ/mol
LUMO level: 2.81 eV
Total charge: -2
Spin multiplicity: 1

---

Record 3
DFT (ωB97M-V/def2-TZVPD) results for a 2-piece molecular cluster, C4H11NP overall.

Each line ends with the Löwdin charge.
Geometry (Å):
C: 0.810 -0.463 -1.319  -0.083
C: 1.223 -1.838 -1.466  -0.076
C: -0.121 2.004 -1.124  -0.076
C: 0.324 0.622 -1.096  -0.136
N: -0.739 -0.585 1.328  -0.129
P: -1.577 0.511 2.633  0.900
H: 0.350 -2.481 -1.601  0.092
H: 1.798 -2.168 -0.604  0.085
H: 1.847 -1.930 -2.354  0.096
H: -0.490 2.227 -2.126  0.098
H: -0.927 2.187 -0.413  0.067
H: 0.710 2.672 -0.907  0.094
H: -0.805 1.620 2.268  -0.109
H: -0.301 -0.120 0.439  0.058
H: -1.445 -1.239 0.969  0.107
H: 0.000 -1.165 1.743  0.112
H: -0.659 0.148 3.631  -0.100

Energy relative to the best compared isomer or geometry (same formula, charge and spin): 174.59 kJ/mol
LUMO level: -4.06 eV
Total charge: +1
Spin multiplicity: 1

---

Record 4
DFT (ωB97M-V/def2-TZVPD) results for an isolated ion of composition C5H10NS and charge +1.

Each line ends with the Löwdin charge.
Geometry (Å):
C: -1.875 1.343 -1.308  0.166
C: -2.134 0.125 -1.699  -0.492
C: -0.033 0.238 -0.289  -0.521
C: 1.393 0.461 -0.649  -0.139
C: 0.743 -1.312 1.600  0.040
N: 0.048 -0.026 1.216  -0.042
S: -0.987 -1.065 -1.209  0.946
H: -1.899 2.265 -0.860  0.048
H: -3.015 0.036 -2.410  0.125
H: 2.106 -0.441 -0.747  0.115
H: 2.081 1.088 -0.003  0.116
H: 1.307 0.860 -1.637  0.072
H: 0.368 -2.017 0.883  0.078
H: 1.689 -1.017 1.280  0.056
H: 0.745 -1.349 2.713  0.136
H: 0.390 0.775 1.663  0.143
H: -0.927 0.036 1.455  0.154

Energy relative to the best compared isomer or geometry (same formula, charge and spin): 593.08 kJ/mol
LUMO level (alpha / beta): -4.75 / -4.76 eV
Total charge: +1
Spin multiplicity: 1

---

Record 5
DFT (ωB97M-V/def2-TZVPD) results for a 2-piece molecular cluster, C8H10BF2O9 overall.

Each line ends with the Löwdin charge.
Geometry (Å):
C: 3.585 0.837 -0.128  -0.042
C: 3.253 0.273 -1.518  -0.232
O: 2.582 -0.970 -1.466  -0.083
C: 1.186 -0.885 -1.601  -0.330
C: 0.462 -0.168 -0.458  -0.011
C: 0.095 1.272 -0.730  -0.451
O: -0.459 1.951 0.103  0.146
O: 0.359 1.770 -1.995  0.056
O: 0.733 -2.233 -1.693  0.036
C: 1.072 -3.033 -0.653  -0.315
O: 0.273 -3.782 -0.143  0.099
H: 4.643 0.769 0.055  0.065
H: 3.254 1.862 -0.050  0.072
H: 3.108 0.237 0.628  0.072
H: 2.724 0.987 -2.131  0.099
H: 4.190 0.071 -2.014  0.113
H: 0.890 -0.432 -2.536  0.155
H: 0.970 -0.243 0.487  0.133
H: -0.485 -0.668 -0.323  0.122
H: 1.148 2.308 -1.978  0.095
H: 2.119 -3.077 -0.356  0.143
B: -4.484 1.185 2.757  -1.060
O: -5.159 0.218 1.838  0.209
C: -4.249 -0.527 1.247  -0.419
O: -4.459 -1.400 0.448  0.120
C: -2.869 -0.092 1.750  -0.402
O: -1.816 -0.573 1.414  0.107
O: -3.026 0.886 2.609  0.219
F: -4.888 0.972 4.066  0.140
F: -4.753 2.488 2.372  0.144

LUMO level: 2.25 eV
Total charge: -1
Spin multiplicity: 1

---

Record 6
DFT (ωB97M-V/def2-TZVPD) results for C16H36GeNO3Pd as an isolated structure.

Each line ends with the Löwdin charge.
Geometry (Å):
Pd: 0.000 0.043 0.331  1.165
C: -1.223 -3.637 -1.313  -0.008
C: -0.016 -2.725 -1.339  -0.619
C: 0.871 -2.926 -0.123  -0.034
C: 0.779 -2.868 -2.629  -0.038
O: -0.555 -1.330 -1.289  -0.335
Ge: -0.005 0.004 -2.378  1.013
O: 1.438 0.209 -1.320  -0.333
C: 2.371 1.378 -1.361  -0.619
C: 3.767 0.798 -1.345  -0.007
C: 2.092 2.159 -2.635  -0.035
C: 2.093 2.220 -0.126  -0.035
O: -0.897 1.178 -1.373  -0.324
C: -2.376 1.388 -1.417  -0.619
C: -2.581 2.886 -1.460  -0.007
C: -2.916 0.705 -2.663  -0.035
C: -2.959 0.774 -0.154  -0.034
H: -0.900 -4.677 -1.336  0.110
H: -1.869 -3.459 -2.174  0.100
H: -1.805 -3.478 -0.404  0.097
H: 1.251 -3.946 -0.121  0.114
H: 0.300 -2.794 0.800  0.077
H: 1.732 -2.254 -0.135  0.082
H: 1.167 -3.879 -2.729  0.118
H: 1.635 -2.185 -2.637  0.081
H: 0.139 -2.675 -3.498  0.098
H: 3.940 0.166 -2.217  0.101
H: 3.926 0.200 -0.446  0.098
H: 4.501 1.603 -1.355  0.110
H: 2.249 1.525 -3.515  0.099
H: 2.769 3.006 -2.720  0.117
H: 1.071 2.553 -2.637  0.081
H: 2.271 1.643 0.787  0.078
H: 1.077 2.626 -0.133  0.082
H: 2.777 3.067 -0.098  0.115
H: -2.126 3.319 -2.353  0.101
H: -2.142 3.361 -0.582  0.098
H: -3.647 3.111 -1.475  0.110
H: -2.452 1.126 -3.562  0.099
H: -3.990 0.857 -2.747  0.117
H: -2.740 -0.375 -2.623  0.081
H: -2.544 1.254 0.738  0.081
H: -2.795 -0.307 -0.119  0.081
H: -4.035 0.940 -0.126  0.115
C: 0.023 -1.510 4.372  -0.015
C: 0.030 -0.042 3.868  -0.722
C: 1.296 0.692 4.383  -0.015
C: -1.246 0.694 4.353  -0.016
N: 0.052 -0.054 2.479  0.191
H: 0.006 -1.477 5.461  0.104
H: 0.918 -2.039 4.047  0.089
H: -0.862 -2.039 4.021  0.089
H: 1.258 0.679 5.471  0.104
H: 1.313 1.727 4.043  0.088
H: 2.202 0.184 4.055  0.089
H: -1.234 0.687 5.441  0.104
H: -2.145 0.186 4.006  0.088
H: -1.255 1.728 4.008  0.088

Energy relative to the best compared isomer or geometry (same formula, charge and spin): 23.92 kJ/mol
LUMO level (alpha / beta): -5.07 / -9.88 eV
Total charge: +2
Spin multiplicity: 6

---

no.,F_max (eV/Å)
1,3.096
2,3.782
3,1.097
4,4.692
5,2.275
6,1.270